Entry 1:
DFT (the ωB97M-V functional and the def2-TZVPD basis) results for a gas-phase ion, C23H21F3N (charge +1).

XYZ file:
```
48
Properties=species:S:1:pos:R:3:nbo_charge:R:1
C 2.480 -2.035 -1.254 -0.7200
C 1.716 -0.850 -1.703 0.5388
C 2.076 -0.255 -3.015 -0.7145
N 0.730 -0.359 -0.985 -0.2913
C -0.268 0.540 -1.698 -0.2414
C -1.754 0.253 -1.551 -0.0803
C -2.636 1.278 -1.189 -0.1900
C -3.980 1.020 -0.957 -0.1991
C -4.505 -0.247 -1.218 -0.1917
C -3.651 -1.259 -1.674 -0.2166
C -2.276 -1.027 -1.793 -0.1622
C 0.697 -0.495 0.454 -0.1030
C -0.624 -0.095 1.072 -0.0354
C -1.462 -1.124 1.521 -0.1986
C -2.651 -0.842 2.186 -0.1756
C -2.987 0.479 2.473 -0.2472
C -2.176 1.496 1.979 0.4081
F -2.557 2.809 2.148 -0.3213
C -1.032 1.224 1.218 -0.2704
C 1.907 0.116 1.163 -0.0191
C 2.008 1.472 1.482 -0.2488
C 3.187 1.955 2.065 0.4226
F 3.207 3.263 2.496 -0.3106
C 4.319 1.166 2.244 -0.3253
C 4.168 -0.189 1.950 0.4309
F 5.285 -0.998 2.017 -0.3154
C 2.968 -0.733 1.512 -0.3060
H 2.848 -2.523 -2.174 0.2631
H 3.383 -1.707 -0.714 0.2889
H 1.930 -2.789 -0.654 0.2576
H 3.156 -0.395 -3.103 0.2655
H 1.596 -0.792 -3.851 0.2787
H 1.863 0.817 -3.098 0.2568
H -0.016 1.586 -1.447 0.2303
H -0.062 0.373 -2.770 0.2367
H -2.242 2.283 -1.007 0.2172
H -4.616 1.818 -0.566 0.2337
H -5.570 -0.442 -1.067 0.2331
H -4.056 -2.245 -1.923 0.2289
H -1.598 -1.857 -2.054 0.1990
H 0.791 -1.569 0.672 0.2374
H -1.177 -2.153 1.314 0.2157
H -3.285 -1.671 2.515 0.2380
H -3.896 0.739 3.009 0.2483
H -0.538 2.049 0.700 0.2207
H 1.164 2.141 1.315 0.2320
H 5.265 1.591 2.561 0.2695
H 2.873 -1.816 1.398 0.2326
```

Calculated values
Largest force on an atom, Eh/bohr: 0.04607
DFT total energy, Eh: -1243.1235
Energy above the lowest of the compared OMol25 structures with the same formula, charge and spin, kJ/mol: 37.6
SMILES string: CC(C)=[N+](Cc1ccccc1)[C@H](c1cccc(F)c1)c1cc(F)cc(F)c1
LUMO, eV: -4.00
Total charge: +1
HOMO energy, eV: -11.90

---

Entry 2:
DFT (the ωB97M-V functional and the def2-TZVPD basis) results for a molecular structure, C4H3BrO.

XYZ file:
```
9
Properties=species:S:1:pos:R:3:nbo_charge:R:1
C 0.061 -2.260 -0.700 -0.0874
C -0.462 -1.201 -0.342 -0.0950
C -0.527 1.194 0.043 -0.1180
C -1.153 -0.081 0.072 0.0455
O -1.037 1.317 -1.195 -0.5231
Br -2.991 -0.049 0.046 0.1827
H 0.869 -2.892 -0.958 0.2441
H -0.969 1.960 0.665 0.1777
H 0.512 1.044 0.252 0.1736
```

Calculated values
Largest force on an atom, Eh/bohr: 0.07915
DFT total energy, Eh: -2803.2766
Energy above the lowest of the compared OMol25 structures with the same formula, charge and spin, kJ/mol: 372.5
LUMO (spin up / spin down), eV: -1.17 / -1.17
Total charge: 0
HOMO energy (spin up / spin down), eV: -9.50 / -9.50

---

Entry 3:
DFT (the ωB97M-V functional and the def2-TZVPD basis) results for a molecular structure, C5H7NO.

XYZ file:
```
14
Properties=species:S:1:pos:R:3:nbo_charge:R:1
C 1.855 -0.625 0.424 -0.6905
C -1.953 -0.139 -0.532 -0.6391
C 0.455 -0.197 0.269 0.3350
C -0.644 -0.758 -0.167 -0.2560
N 0.225 1.357 1.265 -0.5794
C 0.421 2.042 0.315 0.7485
O 0.556 2.315 -0.852 -0.5676
H -0.572 -1.842 -0.226 0.2349
H 2.128 -0.679 1.480 0.2392
H 2.548 0.056 -0.084 0.2454
H 1.957 -1.625 0.000 0.2396
H -2.216 -0.343 -1.570 0.2299
H -2.016 0.942 -0.445 0.2339
H -2.742 -0.503 0.123 0.2262
```

Calculated values
Largest force on an atom, Eh/bohr: 0.12259
DFT total energy, Eh: -324.6214
Energy above the lowest of the compared OMol25 structures with the same formula, charge and spin, kJ/mol: 270.6
LUMO, eV: 0.02
Total charge: 0
HOMO energy, eV: -9.82

---

Entry 4:
DFT (the ωB97M-V functional and the def2-TZVPD basis) results for a molecular structure, C12H28BaO16.

XYZ file:
```
57
Properties=species:S:1:pos:R:3:lowdin_charge:R:1
Ba 0.052 0.493 -0.974 2.0762
O 3.210 0.827 -3.757 0.0398
C 2.541 1.864 -3.157 -0.8147
O 2.241 1.726 -1.934 -0.2230
O 2.135 2.792 -3.864 0.0137
H 3.082 1.069 -4.688 0.1012
O -2.939 0.150 2.265 -0.0165
C -2.956 1.400 1.643 -0.7982
O -3.659 2.280 2.180 -0.0330
O -2.150 1.630 0.700 -0.0941
H -3.688 0.320 2.863 0.1060
O 1.490 3.684 0.070 0.0080
C 0.226 4.028 -0.298 -0.8471
O -0.429 4.944 0.256 -0.0597
O -0.289 3.298 -1.173 -0.1551
H 1.726 3.029 -0.621 0.0386
O -0.151 -1.381 -4.035 0.0099
C -0.380 -0.073 -4.436 -0.8326
O -0.399 0.843 -3.590 -0.1735
O -0.630 0.094 -5.655 -0.0628
H -0.272 -1.786 -4.910 0.0833
C -0.918 -2.318 3.113 -0.0881
C -0.905 -2.616 1.597 -0.2401
O -1.082 -1.333 0.949 -0.2325
H 0.083 -2.144 3.508 0.0584
H -1.404 -3.057 3.761 0.0617
H -1.509 -1.458 3.433 0.0620
H -1.693 -3.306 1.301 0.1023
H 0.112 -2.887 1.325 0.0937
H -1.885 -0.942 1.337 0.0247
C -4.353 -1.385 -0.597 -0.0789
C -3.862 -1.030 -1.997 -0.2606
O -2.660 -0.246 -1.822 -0.1877
H -5.414 -1.670 -0.654 0.0635
H -4.477 -0.502 0.032 0.0719
H -3.800 -2.162 -0.075 0.0627
H -4.604 -0.407 -2.499 0.1130
H -3.568 -1.872 -2.626 0.1103
H -2.960 0.627 -2.098 0.0891
C 4.057 -1.425 0.724 -0.0665
C 3.105 -2.114 -0.272 -0.3060
O 2.437 -1.156 -1.064 -0.1842
H 3.392 -0.809 1.327 0.0598
H 4.786 -0.764 0.252 0.0778
H 4.627 -2.183 1.264 0.0656
H 2.273 -2.539 0.300 0.0976
H 3.583 -2.903 -0.863 0.1079
H 3.151 -0.670 -1.505 0.0776
C 2.022 1.553 3.513 -0.0846
C 1.120 0.872 2.473 -0.3155
O 1.542 1.075 1.164 -0.2341
H 3.054 1.186 3.579 0.0619
H 1.609 1.591 4.521 0.0700
H 2.155 2.586 3.175 0.0831
H 0.250 1.465 2.786 0.1237
H 0.912 -0.176 2.675 0.0937
H 2.063 1.888 1.079 0.0803
```

Calculated values
Largest force on an atom, Eh/bohr: 0.09091
DFT total energy, Eh: -1703.6278
Energy above the lowest of the compared OMol25 structures with the same formula, charge and spin, kJ/mol: 164.6
LUMO, eV: 3.86
Total charge: -2
HOMO energy, eV: -1.50